i:
C23H29N3O6S in the gas phase, computed with the ωB97M-V functional and the def2-TZVPD basis.

- multiplicity = 1
- HOMO (eV) = -9.04
- SMILES string = COc1ccc(S(=O)(=O)NCC(=O)N(CC(=O)NC[C@H]2CCCO2)c2ccccc2C)cc1

Last column: Mulliken charge in e.
Atoms and positions in Å:
C -4.930 -2.052 -0.082  -1.0472
O -3.886 -1.644 0.774  -0.3916
C -2.634 -2.115 0.545  0.5658
C -2.265 -2.876 -0.564  -0.3754
C -0.961 -3.322 -0.686  -0.9646
C -0.029 -3.000 0.278  -0.1865
S 1.619 -3.678 0.142  1.3428
O 1.491 -5.047 -0.256  -0.7322
O 2.355 -3.355 1.329  -0.6866
N 2.390 -2.897 -1.119  -0.3070
C 2.915 -1.591 -0.830  -1.0389
C 1.920 -0.483 -1.142  0.9934
O 0.804 -0.729 -1.588  -0.7621
N 2.368 0.767 -0.946  0.5403
C 1.585 1.909 -1.386  -0.9545
C 0.551 2.356 -0.342  0.4477
O 0.637 3.410 0.250  -0.6681
N -0.426 1.451 -0.155  0.5360
C -1.544 1.706 0.720  -0.6449
C -2.700 2.409 -0.015  0.1556
C -3.267 1.560 -1.170  -0.1413
C -4.778 1.655 -0.960  -0.7009
C -4.849 1.807 0.558  -0.2701
O -3.769 2.657 0.885  -0.4966
C 3.599 1.042 -0.280  -0.5221
C 4.724 1.318 -1.045  -0.3079
C 5.928 1.610 -0.431  -0.7321
C 6.001 1.624 0.952  -0.6284
C 4.876 1.355 1.709  -1.0511
C 3.655 1.061 1.114  1.1249
C 2.439 0.813 1.950  -1.0147
C -0.377 -2.237 1.376  0.2893
C -1.677 -1.797 1.514  -0.7736
H -5.836 -1.607 0.326  0.2564
H -5.033 -3.141 -0.093  0.4504
H -4.778 -1.691 -1.104  0.3552
H -2.984 -3.137 -1.323  0.4804
H -0.666 -3.940 -1.518  0.3967
H 1.840 -2.931 -1.966  0.3695
H 3.179 -1.597 0.231  0.4488
H 3.831 -1.427 -1.409  0.3243
H 2.265 2.741 -1.576  0.4215
H 1.062 1.632 -2.306  0.4351
H -0.419 0.608 -0.717  0.1364
H -1.206 2.360 1.528  0.4186
H -1.897 0.761 1.137  -0.3413
H -2.340 3.384 -0.368  0.3492
H -2.951 1.931 -2.142  0.3859
H -2.935 0.525 -1.066  -0.0947
H -5.321 0.787 -1.325  0.3291
H -5.172 2.552 -1.440  0.3107
H -4.732 0.831 1.049  0.1315
H -5.763 2.284 0.914  0.3230
H 4.646 1.304 -2.122  0.5099
H 6.801 1.824 -1.027  0.4185
H 6.936 1.850 1.441  0.4076
H 4.939 1.376 2.787  0.4637
H 1.790 0.063 1.503  -0.1765
H 2.723 0.486 2.946  0.5658
H 1.868 1.738 2.043  0.3401
H 0.372 -2.025 2.123  0.5710
H -1.987 -1.231 2.378  0.4156

ii:
C23H29N3O6S in the gas phase, computed with the ωB97M-V functional and the def2-TZVPD basis.

- multiplicity = 1
- HOMO (eV) = -8.14
- SMILES string = CCNc1ccc(C(=O)OCC)cc1NC(=O)c1cc(S(=O)(=O)N2CCOCC2)ccc1C

Last column: Mulliken charge in e.
Atoms and positions in Å:
C -1.622 -4.861 0.733  -1.5964
C -0.589 -3.858 1.224  -0.0704
N 0.136 -3.315 0.092  -0.3075
C 1.059 -2.323 0.199  0.4706
C 1.664 -1.976 1.415  -0.8056
C 2.601 -0.971 1.484  -1.0817
C 2.987 -0.278 0.336  0.0026
C 3.941 0.842 0.352  0.4443
O 4.180 1.539 -0.610  -0.6526
O 4.504 1.025 1.556  -0.3316
C 5.446 2.088 1.672  -0.2627
C 6.831 1.658 1.208  -1.1124
C 2.406 -0.624 -0.882  -0.3086
C 1.457 -1.618 -0.958  0.4262
N 0.794 -1.858 -2.197  -0.0359
C 0.028 -0.918 -2.807  -0.2879
O -0.396 -1.045 -3.935  -0.6797
C -0.292 0.228 -1.887  -0.0860
C -1.022 -0.066 -0.742  -0.4503
C -1.260 0.913 0.196  0.4774
S -2.141 0.457 1.686  1.1496
O -1.748 1.343 2.739  -0.7878
O -1.978 -0.960 1.866  -0.6445
N -3.763 0.708 1.433  0.0355
C -4.465 -0.177 0.533  -0.6052
C -4.581 0.434 -0.868  -0.1902
O -5.152 1.723 -0.808  -0.4537
C -4.376 2.595 -0.014  -0.2202
C -4.252 2.067 1.419  -0.7345
C -0.791 2.200 0.012  -0.8261
C -0.104 2.503 -1.149  -0.8508
C 0.158 1.529 -2.113  1.5753
C 0.963 1.880 -3.323  -1.9924
H -2.358 -4.374 0.097  0.3833
H -1.143 -5.659 0.168  0.3806
H -2.142 -5.300 1.579  0.4264
H -1.082 -3.052 1.783  0.1892
H 0.123 -4.362 1.885  0.3711
H -0.369 -3.335 -0.783  0.4252
H 1.363 -2.483 2.316  0.3692
H 3.037 -0.703 2.433  0.4663
H 5.450 2.350 2.732  0.3176
H 5.097 2.939 1.078  0.3065
H 7.537 2.468 1.366  0.3806
H 7.159 0.784 1.765  0.3004
H 6.805 1.413 0.149  0.3089
H 2.701 -0.087 -1.771  0.6764
H 1.057 -2.666 -2.748  0.2522
H -1.395 -1.060 -0.554  0.5155
H -5.469 -0.345 0.938  0.3759
H -3.922 -1.121 0.517  0.2649
H -3.589 0.489 -1.342  0.1119
H -5.248 -0.161 -1.495  0.3756
H -3.377 2.713 -0.462  0.1410
H -4.895 3.555 -0.028  0.3772
H -5.238 2.077 1.896  0.3122
H -3.560 2.666 2.010  0.3861
H -0.955 2.937 0.782  0.6479
H 0.262 3.506 -1.309  0.5215
H 2.020 1.916 -3.058  0.3230
H 0.682 2.863 -3.694  0.5340
H 0.822 1.148 -4.113  0.3525

Least stable structure: i

i:
C2H6CsO as an isolated structure, computed with the ωB97M-V functional and the def2-TZVPD basis.

- multiplicity = 1
- HOMO (eV) = -14.45
- total charge = +1

Last column: Mulliken charge in e.
Atoms and positions in Å:
Cs 1.969 -1.388 3.095  1.0178
C 0.060 0.067 -1.256  -0.8927
C -0.724 0.112 0.039  -0.3421
O 0.123 -0.076 1.194  -0.5371
H -0.604 0.227 -2.103  0.3303
H 0.541 -0.904 -1.367  0.2523
H 0.831 0.839 -1.266  0.2884
H -1.439 -0.706 0.094  0.2538
H -1.263 1.052 0.146  0.2932
H 0.505 0.777 1.423  0.3362

ii:
C2H6CsO as an isolated structure, computed with the ωB97M-V functional and the def2-TZVPD basis.

- multiplicity = 1
- HOMO (eV) = -14.45
- total charge = +1

Last column: Mulliken charge in e.
Atoms and positions in Å:
Cs -2.842 0.161 -0.935  1.0466
C 0.211 0.885 0.038  -1.1346
C 0.743 -0.503 0.056  -0.0203
O -0.267 -1.399 0.682  -0.3776
H 0.045 1.245 -1.012  0.2624
H 0.974 1.563 0.440  0.2867
H -0.611 1.071 0.765  0.3675
H 1.570 -0.661 0.866  0.2478
H 1.157 -0.997 -0.906  0.2548
H -0.980 -1.366 0.006  0.0667

Least stable structure: ii

i:
C3H5IN2 in the gas phase, computed with the ωB97M-V functional and the def2-TZVPD basis.

- multiplicity = 1
- HOMO (eV) = -9.41
- SMILES string = C[C@@H](C#N)NI

Last column: Mulliken charge in e.
Atoms and positions in Å:
C -0.444 -0.417 0.175  -1.2402
C 0.995 -0.233 -0.212  0.2117
C 1.519 -1.470 -0.778  0.2785
N 2.023 -2.416 -1.164  -0.4155
N 1.046 0.784 -1.611  -0.6885
I 3.024 1.244 -1.921  0.1418
H -1.106 -0.917 -0.612  0.3235
H -0.869 0.475 0.219  0.4094
H -0.615 -1.100 1.057  0.3314
H 1.569 0.055 0.559  0.3408
H 0.506 1.556 -1.219  0.3071

ii:
A 2-piece molecular cluster, C3H5IN2 overall, computed with the ωB97M-V functional and the def2-TZVPD basis.

- multiplicity = 1
- HOMO (eV) = -9.10
- SMILES string = C=CC#N.NI

Last column: Mulliken charge in e.
Atoms and positions in Å:
C -1.778 1.022 -0.062  -0.5862
C -1.229 -0.127 -0.095  -0.1912
C -1.121 -1.007 -1.209  0.2650
N -1.063 -1.663 -2.159  -0.3720
H -1.834 1.379 0.922  0.2785
H -1.988 1.496 -1.004  0.2853
H -0.777 -0.569 0.743  0.3153
N 2.204 0.164 0.659  -0.6698
I 2.816 -1.272 1.962  0.1151
H 1.783 -0.154 -0.260  0.2607
H 2.987 0.731 0.502  0.2993

Least stable structure: i

i:
An isolated ion of composition C9H16NO2 and charge +1, computed with the ωB97M-V functional and the def2-TZVPD basis.

- multiplicity = 1
- HOMO (eV) = -11.87
- total charge = +1

Last column: Mulliken charge in e.
Atoms and positions in Å:
C -1.523 1.225 -0.778  -0.4656
C -2.786 0.610 -0.030  0.1840
C -2.661 -0.410 0.739  0.8327
C -0.100 -0.441 -0.023  -0.3192
C -4.178 1.111 -0.216  -1.4663
C 2.319 1.411 0.639  -1.0593
C 1.655 -1.469 1.275  -0.7695
C 1.391 -1.954 -1.069  -0.9318
C 2.408 0.250 -0.358  -0.4095
N 1.411 -0.863 -0.029  0.2442
O -2.600 -1.289 1.496  -0.3891
O -0.265 0.647 -0.648  -0.1210
H -1.417 2.289 -0.563  0.3817
H -1.721 1.156 -1.874  0.3576
H -4.894 0.529 0.330  0.4019
H -4.232 2.208 0.197  0.2866
H -4.502 1.153 -1.303  0.3052
H 2.837 1.327 1.508  0.3964
H 2.559 2.292 0.037  0.3152
H 1.322 1.403 0.982  0.2796
H 1.249 -2.508 1.527  0.3066
H 2.729 -1.504 1.643  0.3201
H 1.250 -0.896 2.093  0.3911
H 2.457 -2.465 -1.207  0.3474
H 0.763 -2.644 -0.582  0.4251
H 0.943 -1.417 -1.929  0.3323
H 3.399 -0.310 -0.483  0.4439
H 2.185 0.558 -1.374  0.3797

ii:
An isolated ion of composition C9H16NO2 and charge +1, computed with the ωB97M-V functional and the def2-TZVPD basis.

- multiplicity = 1
- HOMO (eV) = -13.82
- total charge = +1
- SMILES string = C=CC1=[NH+]CC[C@]1(C)[C@@H](O)CO

Last column: Mulliken charge in e.
Atoms and positions in Å:
C 2.535 -1.939 0.604  -0.9558
C 1.312 -1.621 0.159  -0.1798
C 0.834 -0.191 0.296  -0.1895
N 1.198 0.711 1.231  0.0015
C 0.919 2.059 0.732  -0.4825
C -0.216 1.832 -0.306  -1.2460
C -0.146 0.365 -0.698  1.9857
C 0.537 0.280 -2.055  -1.5193
C -1.575 -0.316 -0.666  -0.6700
O -1.454 -1.649 -0.915  -0.6032
C -2.213 -0.165 0.725  -0.5760
O -1.979 -1.320 1.638  -0.5687
H 2.967 -2.923 0.486  0.2908
H 3.275 -1.300 1.046  0.2187
H 0.748 -2.415 -0.321  0.4009
H 2.048 0.444 1.839  0.3739
H 1.847 2.371 0.212  0.3245
H 0.773 2.838 1.525  0.3737
H -1.100 2.049 0.252  0.3105
H -0.369 2.686 -1.101  0.3648
H 0.049 -0.607 -2.604  0.3851
H 1.642 0.271 -1.984  0.3318
H 0.290 1.093 -2.652  0.4587
H -2.187 0.143 -1.403  0.6345
H -1.929 -2.006 -0.079  0.4452
H -1.755 0.733 1.218  0.2429
H -3.269 0.034 0.590  0.5108
H -2.781 -1.457 2.231  0.3365

Least stable structure: i

i:
A 2-piece molecular cluster, C6H9N2O2 overall, computed with the ωB97M-V functional and the def2-TZVPD basis.

- multiplicity = 1
- HOMO (eV) = -4.51
- total charge = -1

Last column: Mulliken charge in e.
Atoms and positions in Å:
C -1.554 2.205 -3.200  -1.0083
C -0.645 1.303 -2.295  0.6475
O 0.207 0.616 -2.851  -0.6645
O -0.890 1.505 -1.061  -0.7395
H -1.305 2.554 -4.204  0.3373
H -2.116 2.918 -2.595  0.2739
H -2.317 1.451 -3.500  0.2080
C 1.653 -2.828 2.132  -1.0808
C -0.170 0.266 2.093  -0.2591
C 0.905 -1.532 1.909  0.5100
C 0.517 -1.192 0.635  -0.4159
N 0.511 -0.637 2.843  -0.7731
N -0.263 -0.043 0.811  -0.0672
H -0.429 1.223 2.512  0.3958
H -0.612 0.593 -0.068  0.4366
H 0.618 -1.555 -0.371  0.3754
H 1.501 -3.286 3.122  0.3153
H 2.743 -2.742 2.188  0.2273
H 1.435 -3.542 1.337  0.2814

ii:
A 2-piece molecular cluster, C6H9N2O2 overall, computed with the ωB97M-V functional and the def2-TZVPD basis.

- multiplicity = 1
- HOMO (eV) = -3.60
- total charge = -1

Last column: Mulliken charge in e.
Atoms and positions in Å:
C -0.563 2.458 -3.468  -0.8202
C -0.484 1.363 -2.366  0.6841
O -1.239 0.450 -2.308  -0.6128
O 0.360 1.670 -1.487  -0.5491
H 0.444 3.017 -3.588  0.2329
H -1.412 3.187 -3.267  0.1961
H -0.752 1.848 -4.384  0.2562
C 0.670 -2.859 2.572  -1.0609
C -0.595 0.492 1.860  -0.1201
C 0.171 -1.639 2.011  0.5662
C 0.757 -0.972 0.860  -0.5487
N -0.751 -0.652 2.589  -0.7787
N 0.388 0.376 0.939  -0.4965
H -1.240 1.460 1.925  0.2966
H 0.585 1.083 -0.491  0.5068
H 1.226 -1.538 0.190  0.4531
H 1.773 -2.945 2.548  0.2924
H 0.181 -3.828 2.193  0.2055
H 0.479 -2.973 3.672  0.2972

Least stable structure: ii